This record from the OMol25 dataset describes C39H51IrN7O6S3 as an isolated structure. The level of theory is ωB97M-V/def2-TZVPD.

The geometry in XYZ format:
```
107
C39H51IrN7O6S3, DFT ωB97M-V/def2-TZVPD
Ir 0.25 0.53 0.66
S 0.15 -6.49 -3.86
S -0.08 -2.43 2.98
S 0.87 -0.85 5.32
O 0.01 -2.25 -5.53
O 1.29 -7.20 -4.36
O -1.04 -6.42 -4.64
O 0.13 -0.12 -5.19
O 1.08 2.57 5.86
O 1.25 2.39 1.68
N 0.66 0.14 2.88
N -0.32 -2.62 -2.75
N -0.02 -1.04 -1.23
N 0.04 -1.27 -4.82
N -1.17 2.02 -0.26
N 1.05 1.21 3.61
N 1.54 1.53 -0.81
C 1.62 3.54 3.72
C 5.22 1.07 -0.84
C 2.79 1.56 -1.22
C -3.12 -0.44 -2.21
C -2.51 3.13 2.23
C -1.38 4.14 2.06
C -0.83 -8.53 -2.41
C -4.69 2.09 -1.32
C 3.79 0.53 -0.79
C 2.01 4.68 3.02
C -3.33 1.82 -1.30
C 1.44 3.61 5.11
C 1.62 4.84 5.75
C -0.54 -3.31 -0.37
C -5.31 2.72 -0.26
C 3.63 -0.65 -1.77
C -0.49 2.80 -1.06
C 2.95 2.63 -2.14
C 0.38 -3.38 4.48
C 0.15 -2.49 5.68
C 0.66 -4.74 -3.52
C -0.03 -1.46 -3.42
C 0.15 -0.49 -2.46
C -0.60 -3.91 -3.34
C 3.48 0.06 0.64
C 2.00 5.96 5.04
C -3.20 2.78 0.93
C 1.31 2.33 2.93
C 0.50 -0.92 3.61
C -2.06 1.84 2.92
C 2.20 5.88 3.67
C 0.86 2.59 -1.36
C -3.17 1.51 -3.81
C -4.56 3.04 0.86
C -2.73 1.02 -2.43
C 1.75 3.29 -2.23
C -2.56 2.20 -0.18
C -0.28 -7.14 -2.21
C -0.30 -2.32 -1.44
H 0.65 -2.89 6.56
H -1.65 1.11 -2.37
H 4.36 -1.43 -1.55
H 1.43 -3.66 4.38
H 3.60 0.90 1.33
H 2.15 6.89 5.56
H -0.99 3.65 -1.53
H -5.28 1.80 -2.18
H 1.45 4.88 6.82
H -1.29 -4.45 -2.69
H 2.63 -1.08 -1.68
H 3.85 2.87 -2.68
H -3.26 3.59 2.88
H -2.74 -1.06 -3.02
H -1.32 -4.02 -0.65
H -1.03 4.47 3.04
H 5.52 1.31 -1.85
H -0.55 3.74 1.51
H 1.50 4.14 -2.83
H -0.91 -2.36 5.90
H -4.19 -0.56 -2.17
H 3.77 -0.32 -2.79
H 0.43 0.53 -2.62
H -4.18 1.20 -4.04
H 0.63 -7.14 -1.62
H 1.23 -4.42 -4.40
H 1.30 -4.75 -2.65
H -1.65 -8.49 -3.13
H -1.03 -6.48 -1.78
H -0.06 -9.18 -2.81
H 5.90 0.32 -0.45
H 2.14 4.60 1.95
H -1.75 5.02 1.54
H 4.15 -0.74 0.93
H -1.21 -8.95 -1.48
H -5.04 3.51 1.70
H -6.36 2.95 -0.28
H -2.92 1.25 3.21
H -1.45 1.23 2.24
H 2.49 6.76 3.11
H 0.37 -3.88 -0.18
H 1.01 1.77 5.30
H -3.13 2.60 -3.87
H 2.44 -0.31 0.71
H -2.71 -0.80 -1.26
H -1.07 -3.78 -4.31
H 5.30 1.96 -0.22
H -1.48 2.07 3.81
H -0.25 -4.26 4.48
H -0.83 -2.80 0.54
H -2.50 1.10 -4.57
```

Properties
Kohn-Sham gap (spin up / spin down) = 5.48 / 5.48 eV
highest occupied orbital energy (spin up / spin down) = -0.381 / -0.381 hartree
total energy = -3649.96869 Ha
charge = +1

Mulliken population analysis, charges in e, atoms 1 to 8:
1. Ir 3.577
2. S 1.212
3. S 0.013
4. S -0.035
5. O -0.688
6. O -0.668
7. O -0.625
8. O -0.652

This record from the OMol25 dataset describes C39H52BF4N13OPSSiTl as an isolated structure. The level of theory is ωB97M-V/def2-TZVPD.

The geometry in XYZ format:
```
114
C39H52BF4N13OPSSiTl, DFT ωB97M-V/def2-TZVPD
Tl -0.27 -0.59 0.18
S 0.53 0.73 -1.83
P -2.56 2.68 -0.26
Si 3.25 -1.38 0.51
F -0.45 0.29 2.58
F 3.08 3.84 -3.72
F 1.07 3.05 -3.73
F 2.76 1.71 -3.78
O -1.50 1.79 0.28
N -3.13 -5.77 0.88
N 1.84 -0.62 1.32
N -0.26 -2.72 1.49
N -2.07 4.25 -0.21
N -0.88 -2.17 -1.63
N -3.02 -4.81 -0.07
N -3.98 2.59 0.57
N -1.48 -3.35 -1.37
N -3.02 2.39 -1.83
N -2.45 -1.14 0.66
N 1.65 1.83 0.32
N -0.91 -3.82 1.03
N -2.92 -2.40 0.52
C 2.31 2.85 -3.24
C 2.00 1.52 4.91
C 0.51 -4.55 2.56
C -3.42 -0.40 1.19
C -5.35 2.72 0.03
C 3.18 1.07 4.31
C 0.77 1.25 4.30
C 2.41 2.72 0.96
C -2.11 6.59 -0.44
C -3.49 1.08 -3.71
C 4.02 -2.62 1.68
C -4.02 -4.94 -1.00
C -0.72 6.06 -0.81
C -4.17 -6.50 0.54
C 2.33 2.82 -1.74
C 1.57 1.87 -1.01
C 1.91 0.05 2.47
C -3.40 1.01 -2.19
C -2.16 2.95 -2.91
C 0.75 0.55 3.13
C -3.95 2.88 2.01
C -5.40 2.67 2.44
C -0.42 -2.23 -2.88
C 3.15 0.36 3.14
C -2.27 1.94 -4.06
C -4.55 -1.19 1.40
C -0.72 -3.47 -3.44
C -0.68 4.71 -0.13
C 0.60 -3.17 2.41
C -3.00 5.35 -0.51
C -4.78 -6.02 -0.65
C 3.15 3.70 0.33
C -0.47 -4.93 1.66
C -4.19 -2.45 0.97
C 2.60 -2.28 -0.98
C -1.39 -4.16 -2.45
C 4.47 -0.06 0.00
C -6.18 3.18 1.23
C 3.11 3.73 -1.06
B -2.08 -3.63 0.03
H 4.07 0.04 2.68
H -4.41 1.59 -4.00
H -4.34 0.72 -1.72
H -0.89 -5.89 1.45
H 5.03 -2.85 1.33
H -2.53 3.93 -3.20
H 3.96 0.86 -0.31
H 2.03 2.07 5.83
H 4.14 1.28 4.78
H -4.46 -7.35 1.14
H -3.82 5.39 0.20
H -0.16 1.57 4.74
H -3.43 5.24 -1.51
H -2.63 0.28 -1.89
H 1.06 -5.18 3.23
H -5.59 1.60 2.59
H -0.37 4.80 0.92
H 1.67 -2.80 -0.76
H -3.64 3.92 2.20
H 0.11 -1.40 -3.32
H -4.12 -4.25 -1.82
H -0.48 -3.82 -4.44
H 2.44 -1.61 -1.83
H -1.37 1.31 -4.09
H 1.23 -2.48 2.96
H -2.09 6.98 0.58
H -5.64 -6.41 -1.16
H -5.64 3.20 3.36
H 3.33 -3.04 -1.28
H -6.24 4.27 1.25
H -4.75 -3.37 0.96
H -3.26 0.64 1.38
H -7.20 2.79 1.19
H -2.46 7.39 -1.10
H -5.70 1.75 -0.33
H -5.39 3.41 -0.81
H 3.75 4.40 0.89
H -2.36 2.43 -5.02
H -0.01 4.00 -0.61
H 3.44 -3.55 1.67
H 2.43 2.63 2.05
H -5.50 -0.89 1.82
H 0.09 6.72 -0.49
H -3.47 0.10 -4.18
H -0.65 5.94 -1.90
H 5.19 0.19 0.78
H -1.12 3.06 -2.59
H 3.69 4.46 -1.61
H 5.03 -0.43 -0.86
H -1.79 -5.15 -2.43
H 4.08 -2.27 2.71
H -3.24 2.23 2.52
```

Properties
⟨S²⟩ = 0.792
Kohn-Sham gap (spin up / spin down) = 7.81 / 6.01 eV
highest occupied orbital energy (spin up / spin down) = -0.398 / -0.398 hartree
total energy = -3930.28946 Ha
spin multiplicity = 2
charge = +1

Mulliken population analysis, charges in e, atoms 1 to 8:
1. Tl 1.390
2. S 0.176
3. P -1.680
4. Si 0.399
5. F 0.253
6. F -0.335
7. F -0.154
8. F -0.246

This record from the OMol25 dataset describes C39H52CoN4OP2 as an isolated structure. The level of theory is ωB97M-V/def2-TZVPD.

The geometry in XYZ format:
```
99
C39H52CoN4OP2, DFT ωB97M-V/def2-TZVPD
Co 0.59 -0.34 0.84
P -0.45 1.54 1.25
P 0.53 0.13 -1.28
O 2.24 -1.53 0.84
N -1.89 1.38 2.26
N -0.75 -0.93 -1.87
N 1.74 -0.22 -2.47
N 0.50 2.81 1.99
C 4.86 1.17 2.32
C -1.67 -0.75 -2.89
C -0.11 1.82 -1.50
C -2.27 0.16 2.82
C 3.09 -0.37 -2.17
C 5.43 -1.84 2.55
C -5.00 3.06 -3.05
C 1.62 -0.21 -3.87
C 0.78 -0.56 2.90
C -6.60 0.61 -3.46
C 1.12 2.74 3.25
C -4.16 0.84 -3.95
C -1.08 -2.10 -1.19
C -6.91 0.99 -1.99
C 1.84 -5.51 2.55
C 4.20 -3.85 2.87
C 1.56 4.78 2.34
C 5.32 -3.09 3.14
C -5.73 1.53 -1.22
C -4.14 2.33 -4.11
C -1.04 2.25 -0.35
C 1.95 -4.59 0.22
C 0.82 4.05 1.43
C -2.22 -2.64 -1.76
C 5.84 0.18 0.26
C 4.43 -1.27 1.78
C 3.82 -0.44 -3.34
C -3.78 1.74 3.45
C -5.22 0.07 -3.67
C -3.42 0.35 3.57
C -2.82 2.34 2.65
C 4.63 0.13 1.21
C -4.88 2.45 -1.67
C 3.23 -2.04 1.52
C 1.95 -4.23 1.71
C 2.88 -0.35 -4.43
C 3.15 -3.38 2.07
C -2.61 -1.78 -2.84
C 1.75 3.95 3.50
H -3.93 -0.42 4.14
H 5.91 1.17 -0.22
H -0.59 1.91 -2.49
H 4.89 -0.56 -3.42
H -2.73 -3.55 -1.46
H 4.00 1.17 3.02
H -4.52 2.60 -5.11
H -6.04 3.05 -3.38
H 1.92 5.79 2.20
H 5.78 0.93 2.88
H 0.49 4.30 0.43
H 6.77 -0.01 0.83
H 1.06 -3.62 1.91
H 1.05 1.85 3.85
H -3.22 0.39 -4.22
H 6.13 -3.47 3.76
H -2.69 3.36 2.34
H -1.66 -0.72 2.66
H 1.95 -3.66 -0.36
H 1.07 -5.19 -0.04
H 0.87 -6.01 2.38
H -3.48 -1.89 -3.47
H -4.64 2.20 3.92
H -7.29 -0.18 -3.74
H 2.28 4.22 4.40
H 0.11 -0.16 3.68
H 2.86 -5.18 -0.01
H 3.73 0.42 0.65
H -4.67 4.11 -3.03
H 6.32 -1.25 2.71
H -0.46 -2.41 -0.36
H -2.07 1.89 -0.54
H -4.12 2.94 -1.04
H 4.14 -4.85 3.28
H -1.04 3.34 -0.24
H -7.73 1.71 -2.04
H 1.90 -5.27 3.63
H -3.08 2.66 -4.05
H -5.68 1.16 -0.19
H -1.56 0.11 -3.53
H 0.80 2.44 -1.52
H 3.37 -0.46 -1.12
H 3.12 -0.38 -5.49
H 1.75 -0.04 2.98
H -6.77 1.47 -4.13
H 1.03 -1.62 3.10
H 0.64 -0.13 -4.33
H -7.27 0.10 -1.45
H 2.64 -6.23 2.29
H 4.96 2.18 1.90
H -5.15 -1.02 -3.66
H 5.74 -0.58 -0.53
```

Properties
⟨S²⟩ = 3.781
Kohn-Sham gap (spin up / spin down) = 6.42 / 5.93 eV
highest occupied orbital energy (spin up / spin down) = -0.242 / -0.252 hartree
ΔE to the lowest compared entry with this formula, charge and spin = 0.0 kcal per mole
total energy = -3876.87680 Ha
spin multiplicity = 4

Mulliken population analysis, charges in e, atoms 1 to 8:
1. Co -0.337
2. P 0.853
3. P 0.039
4. O 0.441
5. N 0.589
6. N 0.526
7. N 0.611
8. N 0.691

This record from the OMol25 dataset describes a 3-piece molecular cluster, C39H52F16NO6P overall. The level of theory is ωB97M-V/def2-TZVPD.

The geometry in XYZ format:
```
115
C39H52F16NO6P, DFT ωB97M-V/def2-TZVPD
P -1.74 0.51 -2.58
F -4.00 -11.43 7.37
F -3.66 -10.03 9.65
F -2.46 -8.62 10.79
F -4.89 -2.95 1.56
F -4.06 -9.00 2.85
F -6.04 -7.70 4.24
F -3.71 -4.48 -0.51
F -5.36 -5.46 0.48
F -5.74 -9.55 6.38
F -3.50 -7.00 3.46
F -1.85 -8.34 8.11
F -3.80 -11.12 5.23
F -6.15 -6.15 2.74
F -4.28 -8.58 7.64
F -4.26 -4.46 3.00
F -0.23 -9.27 9.18
O -3.24 -6.12 0.90
O -1.29 -2.83 1.01
O 3.72 1.75 -4.50
O -1.47 -10.55 7.87
O 0.93 -3.37 1.12
O 0.30 1.39 -6.12
N -2.78 3.12 -2.10
C 2.98 3.72 -3.06
C -1.51 -9.45 8.77
C 2.81 1.41 -5.58
C -4.00 -3.95 1.77
C 4.45 9.18 0.45
C 2.06 -1.36 2.12
C -4.42 -9.25 6.49
C -2.05 -10.35 6.57
C 3.73 6.30 -3.69
C 4.53 5.72 -4.88
C -1.49 5.02 -0.73
C -0.87 1.43 -5.25
C 3.29 10.54 -1.41
C 1.96 -2.38 0.85
C 3.76 3.15 -4.28
C -0.17 -3.27 -1.22
C -4.31 -7.68 2.62
C -4.10 -5.02 0.67
C 4.20 8.01 -1.83
C 2.08 8.44 -0.21
C 1.40 2.16 -5.54
C 4.63 8.68 -4.30
C -3.58 -10.53 6.44
C -5.78 -7.43 2.93
C 3.46 9.03 -0.85
C 2.97 5.24 -2.80
C -1.64 2.29 -1.87
C -0.24 4.09 -0.51
C -1.05 -0.71 -1.25
C -2.68 4.42 -1.52
C 3.62 7.88 -3.32
C -3.86 -7.39 1.17
C 2.09 8.27 -3.52
C 4.54 4.17 -5.16
C -0.63 0.33 -4.11
C -0.36 -1.91 -2.06
C -2.39 -9.72 10.00
C -0.32 2.65 -1.13
C -0.26 -3.12 0.36
H 1.97 9.41 -3.59
H -4.16 -8.58 5.66
H 1.36 7.79 -2.78
H -1.53 6.07 -0.30
H 5.70 8.32 -4.07
H -0.87 -0.70 -4.59
H -2.99 -3.52 1.80
H -0.28 -0.13 -0.62
H 0.65 4.47 0.09
H 0.47 0.27 -3.78
H -1.60 -11.14 5.97
H 0.57 1.95 -1.01
H -2.00 -10.55 10.59
H -4.65 -7.61 0.44
H 2.32 -0.32 1.72
H 5.12 6.39 -5.59
H 1.78 7.87 -4.57
H 2.63 0.28 -5.53
H 2.39 5.62 -1.89
H 2.17 7.29 -0.17
H 5.13 3.81 -6.06
H -6.43 -8.07 2.33
H 2.96 -2.95 0.86
H 0.64 -1.62 -2.54
H 1.07 -1.36 2.68
H -3.07 -8.11 0.95
H -0.88 -4.06 -1.65
H 0.90 -3.64 -1.45
H 5.41 9.69 0.04
H -1.71 -9.42 6.11
H 1.48 3.12 -6.17
H 1.84 -1.81 -0.13
H 2.41 3.04 -2.34
H 3.65 11.27 -0.59
H -1.11 2.48 -4.85
H 3.98 9.80 1.29
H 3.33 1.70 -6.57
H 4.61 9.81 -4.16
H 2.91 -1.68 2.83
H 1.93 8.81 0.87
H 4.46 8.40 -5.41
H -1.76 1.12 -5.92
H -1.97 -1.04 -0.66
H 3.86 10.74 -2.37
H 4.76 8.14 0.83
H -1.08 -2.16 -2.93
H 1.05 2.47 -4.49
H 2.15 10.73 -1.50
H -3.59 5.10 -1.65
H 5.29 8.39 -1.93
H 4.30 7.01 -1.26
H 1.16 8.78 -0.82
```

Properties
Kohn-Sham gap = 8.07 eV
SMILES = CCOC(=O)CCCP(CCOCCOc1ccc(C(C)(C)CC(C)(C)C)cc1)c1ccccn1.FC(F)C(F)(F)COC(F)(F)C(F)F.FC(F)C(F)(F)COC(F)(F)C(F)F
highest occupied orbital energy = -0.301 hartree
total energy = -3962.22578 Ha

Mulliken population analysis, charges in e, atoms 1 to 8:
1. P -0.300
2. F -0.280
3. F -0.206
4. F -0.256
5. F -0.276
6. F -0.345
7. F -0.234
8. F -0.274

Which of these has the lowest total energy?
C39H52F16NO6P

Number 3 is which compound?
C39H52CoN4OP2

The highest total energy belongs to which entry?
C39H51IrN7O6S3